# 1
Molecular formula: C7H19BrMnNO7S
Method: DFT, ωB97M-V/def2-TZVPD

Geometry as XYZ:
```
37
Properties=species:S:1:pos:R:3:forces:R:3:lowdin_charge:R:1
Mn -1.1833 0.8150 0.3717 0.69 0.80 0.22 0.5921
Br -3.2153 -0.0984 -1.1045 -0.50 -0.25 -0.34 0.4961
S 0.8568 2.4146 0.9781 3.65 -0.03 0.21 0.2186
O 0.3188 1.2879 1.7530 -0.48 -2.68 2.86 -0.4158
O 2.0736 1.9576 0.2859 -0.34 0.37 0.08 -0.3668
O -0.2457 2.4838 0.0152 -2.35 2.41 -3.56 -0.4295
O 1.0181 3.5996 1.7728 -0.18 0.43 -0.01 -0.3129
C 3.6393 -1.4784 -2.9711 1.03 -0.41 0.94 -0.1335
O 2.2525 -1.5870 -2.9218 -1.62 0.93 -0.21 -0.1852
C 1.6136 -0.2831 -2.9753 -0.04 -0.14 -0.51 -0.1809
C 0.1849 -0.2242 -2.3992 1.86 0.65 0.21 -0.1691
N 0.2668 -0.3561 -0.9255 -1.52 -1.19 -0.38 -0.0946
C 0.0681 -1.7409 -0.5231 -0.01 -0.93 0.51 -0.1942
C -0.2099 -1.8647 0.9704 -0.49 -0.71 0.20 -0.1453
O -1.2954 -0.9899 1.3895 -0.15 -1.19 0.09 -0.3286
C -1.7999 -1.3241 2.6833 0.37 1.29 1.14 -0.0601
H 3.9780 -0.9827 -2.0613 0.26 0.49 -0.05 0.0916
H 4.0767 -1.0023 -3.8487 -0.37 0.25 -0.20 0.0906
H 4.0847 -2.4702 -2.8937 -0.30 -0.21 -0.24 0.0871
H 1.5814 0.0901 -3.9990 -0.01 -0.27 -0.39 0.1222
H 2.2180 0.4632 -2.4597 0.14 -0.06 0.44 0.1226
H -0.4756 -0.9274 -2.9067 -0.10 -0.11 0.44 0.1154
H -0.1545 0.7990 -2.5602 -0.10 0.00 -0.43 0.1148
H 1.2115 -0.1439 -0.6378 0.22 0.92 0.23 0.1060
H 0.9748 -2.2837 -0.7903 0.03 -0.48 0.33 0.1273
H -0.7278 -2.2652 -1.0521 -0.29 0.51 -0.34 0.1167
H 0.7311 -1.7318 1.5043 -0.29 0.61 0.54 0.1416
H -0.6502 -2.8203 1.2550 0.72 -0.59 -0.48 0.1267
H -2.3718 -2.2357 2.8567 0.32 -0.46 -0.96 0.0996
H -2.4635 -0.5318 3.0297 -0.02 0.23 -0.45 0.0828
H -0.9762 -1.2659 3.3948 0.16 -0.30 0.00 0.1109
C -2.3950 2.7354 2.5949 1.29 0.33 0.93 -0.0909
O -2.7168 1.7625 1.5953 -1.15 0.19 0.06 -0.2107
H -3.2263 3.0722 3.2142 -0.44 -0.19 -0.48 0.0895
H -1.6783 2.2559 3.2616 0.20 0.26 0.06 0.0874
H -1.9053 3.6005 2.1477 -0.06 -0.26 -0.20 0.0950
H -3.4577 1.2701 1.9561 -0.14 -0.21 -0.29 0.0835
```
Positions in Å, forces in eV/Å.

## Properties
electronic energy: -4982.68341 Eh
charge: 0
Kohn-Sham gap (spin up / spin down): 0.276 / 0.104 Ha
ΔE to the lowest compared entry with this formula, charge and spin: 0.0 kJ/mol
multiplicity: 7
LUMO level (spin up / spin down): -0.200 / -5.226 eV

# 2
Molecular formula: C4H3ClF2
Method: DFT, ωB97M-V/def2-TZVPD

Geometry as XYZ:
```
10
Properties=species:S:1:pos:R:3:forces:R:3:lowdin_charge:R:1
C 1.3391 -1.4760 0.4525 1.79 -1.06 -0.82 0.0324
C 0.3772 -0.5706 0.5627 1.80 0.76 -1.38 -0.3013
C 0.2118 0.4889 -0.3864 -1.71 0.04 0.54 -0.5580
C -1.8053 1.8412 -0.0650 -0.07 -1.07 -1.32 -0.1185
F -1.9668 2.1635 -1.3458 0.25 0.53 0.51 -0.0086
F -2.5996 0.7809 0.0302 -0.02 0.22 0.65 -0.0085
Cl 1.4671 1.3276 -1.0325 1.01 0.13 -0.02 0.7262
H 1.2007 -2.5307 0.9131 0.71 2.01 -0.93 0.1084
H 2.1996 -1.1406 -0.2255 -0.95 -1.31 1.15 0.0735
H -0.4237 -0.8841 1.0966 -2.81 -0.25 1.62 0.0544
```
Positions in Å, forces in eV/Å.

## Properties
electronic energy: -813.90687 Eh
charge: 0
Kohn-Sham gap (spin up / spin down): 0.260 / 0.262 Ha
ΔE to the lowest compared entry with this formula, charge and spin: 482.9 kJ/mol
multiplicity: 1
LUMO level (spin up / spin down): -1.386 / -1.367 eV

# 3
Molecular formula: C24H20FN6O4S2TeV
Method: DFT, ωB97M-V/def2-TZVPD

Geometry as XYZ:
```
59
Properties=species:S:1:pos:R:3:forces:R:3:lowdin_charge:R:1
V 0.5554 -0.6087 0.4453 -1.23 0.05 0.63 0.9399
N 2.6913 1.6307 1.9429 0.12 -0.10 0.10 0.1767
C 2.4160 0.5013 2.5894 0.07 0.30 -0.03 -0.6213
N 1.6553 -0.4781 2.0522 0.20 -0.19 -0.19 -0.0649
C 1.5878 -1.5935 2.9094 0.16 -0.01 0.32 -0.3071
C 2.1834 -1.4064 4.0991 -0.06 0.00 -0.26 -0.2451
S 2.9388 0.1574 4.1862 -0.05 -0.02 -0.08 1.2092
C 0.9329 -2.7465 2.3146 0.01 -0.23 0.14 -0.3093
C 0.7521 -4.0006 2.7651 0.02 0.18 -0.11 -0.2631
S -0.0111 -4.9795 1.5617 0.08 0.09 -0.07 1.1956
C -0.0639 -3.6320 0.4891 0.11 -0.10 -0.10 -0.6404
N 0.4595 -2.5176 1.0130 0.52 -0.40 -0.11 -0.0454
N -0.5983 -3.7063 -0.7282 -0.09 -0.01 0.05 0.1789
H 2.6291 1.6608 0.9345 -0.05 0.00 -0.02 0.1070
H 3.3047 2.3142 2.3656 0.00 0.01 0.02 0.1454
H 2.2771 -2.0957 4.9225 -0.01 -0.02 0.03 0.1119
H 1.0420 -4.4279 3.7108 0.03 -0.01 0.04 0.1106
H -0.9335 -4.5875 -1.0871 0.01 -0.01 -0.01 0.1406
H -0.5128 -2.9453 -1.3834 0.05 0.00 -0.02 0.1021
Te -0.9473 1.4909 1.0955 -0.28 0.45 0.19 1.7282
C -1.5322 -0.2801 2.0677 0.12 -0.06 -0.40 -0.5261
C -2.0638 -1.3193 1.2910 -0.18 0.20 0.16 -0.1424
C -2.4691 -2.4903 1.9177 -0.19 -0.01 0.20 -0.0502
C -2.3587 -2.6061 3.2972 -0.09 -0.05 -0.23 -0.0031
C -1.8318 -1.5662 4.0627 0.05 0.16 0.05 -0.0124
C -1.4014 -0.4027 3.4555 0.07 -0.07 0.14 -0.0982
C -2.5582 1.8000 -0.2070 0.06 -0.09 -0.11 -0.4887
C -3.3983 2.8369 0.1916 0.02 -0.04 -0.01 -0.1216
C -4.5399 3.0763 -0.5615 0.02 0.04 0.01 -0.0233
C -4.8062 2.3118 -1.6873 -0.02 -0.01 -0.03 -0.0110
C -3.9381 1.3001 -2.0838 0.05 -0.01 0.01 -0.0334
C -2.7963 1.0319 -1.3447 0.02 0.01 0.02 -0.1282
H -2.2284 -1.1965 0.2261 -0.05 0.05 -0.11 0.1035
H -2.9037 -3.2913 1.3353 -0.04 0.00 0.00 0.1316
H -2.7076 -3.5042 3.7900 -0.01 -0.02 0.00 0.1384
H -1.7796 -1.6616 5.1386 0.00 0.00 0.03 0.1368
H -1.0067 0.4095 4.0549 0.00 0.00 -0.02 0.1237
H -3.1899 3.4519 1.0590 0.00 -0.02 0.01 0.1073
H -5.2135 3.8696 -0.2677 0.00 0.01 0.00 0.1332
H -5.6932 2.5136 -2.2723 -0.01 0.00 0.00 0.1329
H -4.1483 0.7251 -2.9752 0.00 0.00 -0.01 0.1272
H -2.1083 0.2601 -1.6697 -0.04 0.02 0.03 0.0841
F 1.4058 4.6246 -3.6343 -0.02 0.01 -0.01 0.1364
C 2.1385 3.5266 -3.6531 -0.10 -0.25 0.08 -0.1762
C 1.6257 2.3410 -3.3149 0.01 0.54 -0.20 0.0397
N 2.4179 1.2007 -3.3161 0.20 -0.19 -0.02 -0.0093
C 1.8648 -0.0924 -3.0607 0.10 -0.06 0.02 -0.0235
C 1.2035 -0.1725 -1.7361 0.27 0.17 -0.33 -0.4649
O 1.6724 0.4258 -0.6894 0.59 0.16 -0.01 -0.0869
O 0.1719 -0.8787 -1.4795 -0.12 -0.47 0.07 -0.0563
C 3.7748 1.2231 -3.6934 -0.06 -0.05 0.16 -0.4457
O 4.4369 0.2134 -3.6615 -0.01 -0.05 0.00 0.1180
N 4.2422 2.4523 -4.0557 0.04 -0.01 -0.01 0.2376
C 3.5486 3.6737 -4.0789 -0.12 0.05 0.01 -0.3646
O 4.0628 4.6995 -4.4047 0.01 -0.02 0.03 0.1859
H 0.5811 2.2278 -3.0529 0.00 0.02 -0.03 0.1466
H 2.7443 -0.7656 -2.9921 -0.08 -0.04 -0.10 0.1718
H 1.2107 -0.4860 -3.8437 -0.09 0.10 0.06 0.1716
H 5.2125 2.4881 -4.3494 -0.01 -0.01 0.00 0.1900
```
Positions in Å, forces in eV/Å.

## Properties
electronic energy: -3663.42688 Eh
charge: +3
Kohn-Sham gap (spin up / spin down): 0.142 / 0.180 Ha
ΔE to the lowest compared entry with this formula, charge and spin: 86.6 kJ/mol
multiplicity: 2
LUMO level (spin up / spin down): -12.250 / -11.212 eV

# 4
Molecular formula: CHOS
Method: DFT, ωB97M-V/def2-TZVPD

Geometry as XYZ:
```
4
Properties=species:S:1:pos:R:3:forces:R:3:lowdin_charge:R:1
C 1.2226 -1.4541 -1.2772 0.63 3.61 -0.49 -0.0085
O 1.4363 -0.3329 -1.4530 -0.63 -3.58 0.50 -0.0381
S -0.7511 1.2514 1.4701 -0.64 -0.43 -0.13 -0.4605
H -1.9079 0.5356 1.2601 0.64 0.40 0.12 -0.4929
```
Positions in Å, forces in eV/Å.

## Properties
electronic energy: -512.15097 Eh
charge: -1
Kohn-Sham gap: 0.233 Ha
ΔE to the lowest compared entry with this formula, charge and spin: 55.2 kJ/mol
multiplicity: 1
LUMO level: 4.038 eV

# 5
Molecular formula: C2H5F2P
Method: DFT, ωB97M-V/def2-TZVPD

Geometry as XYZ:
```
10
Properties=species:S:1:pos:R:3:forces:R:3:lowdin_charge:R:1
C -1.1003 -0.0731 -0.5224 -0.36 -0.58 -2.25 -0.2527
C -0.9321 -0.3995 0.8789 -0.13 0.30 0.40 -0.1133
F 2.1255 -0.3867 -0.9071 0.00 0.02 1.49 -0.4066
F 2.7713 1.6934 0.0224 -0.62 -1.62 1.21 -0.4227
P 2.2964 0.1990 0.6175 0.38 1.47 -2.62 0.8913
H -0.7691 0.9555 -0.6249 -0.03 0.13 -0.72 0.0526
H -0.4390 -0.7839 -1.1087 -0.61 1.03 0.29 0.0699
H -2.1364 -0.1752 -1.0605 1.42 0.15 1.35 0.1046
H -0.8490 -1.4452 1.0988 0.01 -0.15 0.81 0.0357
H -0.9673 0.4157 1.6060 -0.05 -0.75 0.05 0.0412
```
Positions in Å, forces in eV/Å.

## Properties
electronic energy: -620.22216 Eh
charge: 0
Kohn-Sham gap (spin up / spin down): 0.270 / 0.316 Ha
ΔE to the lowest compared entry with this formula, charge and spin: 133.5 kJ/mol
multiplicity: 1
LUMO level (spin up / spin down): -0.835 / 0.085 eV

# 6
Molecular formula: C34H27Cl6N6O4SSiV
Method: DFT, ωB97M-V/def2-TZVPD

Geometry as XYZ:
```
80
Properties=species:S:1:pos:R:3:forces:R:3:lowdin_charge:R:1
V 1.9909 1.8648 0.9486 -0.70 0.19 -0.54 0.7906
Cl -4.0596 -1.1800 2.4346 0.01 -0.01 0.01 0.7105
C -3.6866 -0.3612 0.9602 0.04 0.01 0.02 -0.6628
C -4.4277 0.7490 0.5808 0.00 0.01 -0.01 -0.0776
C -4.1058 1.3988 -0.5963 -0.04 -0.03 0.00 -0.0047
C -3.0559 0.9703 -1.4070 0.05 0.08 0.02 -0.1963
C -2.7514 1.7316 -2.6775 0.14 -0.04 -0.01 -0.3084
C -2.1077 3.1058 -2.4482 0.02 0.00 0.09 -0.0112
N -0.7579 3.0353 -1.8722 -0.01 0.01 -0.03 -0.0117
C 0.3944 3.4250 -2.5205 0.03 -0.14 -0.07 -0.0008
C 1.4239 3.1704 -1.6805 -0.01 0.09 0.03 -0.0647
N 0.9059 2.6422 -0.5106 -0.24 0.00 -0.27 -0.0599
C -0.4128 2.5773 -0.6696 -0.08 0.01 0.06 -0.1163
O -3.9473 2.0073 -3.3759 -0.07 0.04 0.07 -0.0915
C -4.0936 1.2615 -4.5871 0.02 0.03 -0.08 -0.1287
C -3.0961 1.7164 -5.6082 -0.03 0.04 -0.01 -0.3293
C -1.9802 1.0398 -5.9992 0.01 -0.03 -0.03 -0.9776
Cl -1.4823 -0.5222 -5.4846 -0.02 -0.01 -0.03 0.6683
S -1.0268 1.9096 -7.1287 0.01 0.01 0.00 1.0091
C -2.1228 3.2272 -7.0865 0.01 -0.01 0.02 -0.3997
C -3.1648 2.9923 -6.2499 0.03 -0.03 0.01 -0.1361
C -2.3340 -0.1419 -0.9893 0.06 0.09 0.08 -0.5648
Cl -0.9514 -0.6922 -1.8956 0.07 -0.04 0.03 0.7672
C -2.6356 -0.8159 0.1845 0.02 -0.01 -0.02 -0.1221
H -5.2438 1.0920 1.2003 -0.01 -0.01 0.00 0.1145
H -4.6970 2.2491 -0.9125 0.00 0.01 -0.02 0.1302
H -2.0606 1.1479 -3.2915 -0.06 0.01 0.00 0.0869
H -2.7348 3.7316 -1.8130 -0.03 -0.05 0.00 0.1482
H -2.0122 3.5843 -3.4210 0.00 0.06 0.03 0.1360
H 0.3767 3.8372 -3.5131 -0.02 0.01 -0.03 0.1381
H 2.4758 3.3528 -1.8140 0.01 -0.01 0.00 0.1242
H -1.1132 2.2169 0.0655 -0.04 -0.05 0.03 0.1372
H -5.1076 1.4692 -4.9248 0.01 -0.03 0.00 0.1398
H -4.0023 0.1899 -4.3926 0.01 0.00 0.01 0.1227
H -1.9422 4.0951 -7.6983 -0.01 0.02 -0.02 0.0720
H -3.9741 3.6893 -6.0875 -0.02 0.02 0.00 0.1228
H -2.0464 -1.6666 0.4942 0.01 -0.02 0.04 0.0993
Cl 0.1435 4.5698 2.4226 0.04 -0.04 0.03 0.3090
Si 0.6459 2.6209 2.8001 -0.26 0.21 0.29 -0.6751
Cl -1.0611 1.5742 3.1151 -0.05 0.00 -0.05 0.3593
Cl 1.8307 2.5388 4.4643 -0.10 0.04 0.03 0.3461
O 3.1770 3.0884 1.1763 1.38 1.25 0.36 -0.3397
N 4.1902 3.7324 1.7704 0.04 -0.02 -0.04 0.1219
C 4.8461 2.9826 2.5794 0.04 -0.05 0.13 -0.2622
C 4.4612 1.6015 2.7519 0.06 0.02 -0.15 -0.1538
N 4.0214 0.5399 2.7183 0.06 0.01 0.02 0.2425
C 5.9526 3.5427 3.2975 -0.08 0.01 0.01 -0.1265
N 6.8268 3.9808 3.8955 0.07 -0.02 0.02 0.2224
C 2.2456 -2.6534 5.5540 -0.03 -0.01 -0.01 -0.0406
C 1.1423 -3.1161 4.6403 0.01 0.00 0.01 -0.2210
C -0.1293 -3.3238 5.1544 0.00 0.02 -0.03 -0.0411
C -1.1583 -3.7760 4.3408 0.01 0.01 0.00 -0.0704
C -0.9245 -3.9730 2.9969 0.00 0.00 -0.01 -0.0370
C 0.3412 -3.7427 2.4651 -0.03 -0.10 0.09 -0.2214
N 0.4845 -3.9699 1.0733 -0.08 0.01 -0.05 0.1252
C 1.2317 -3.3329 0.1212 -0.06 0.02 0.04 -0.1967
C 1.5863 -4.0835 -1.0196 0.02 -0.01 -0.06 -0.0064
C 2.3872 -3.5669 -2.0044 -0.03 0.02 0.04 -0.0539
C 2.9009 -2.2673 -1.8975 -0.03 -0.02 0.05 -0.0722
C 2.5192 -1.4996 -0.8294 0.11 0.05 -0.07 -0.0381
C 1.6490 -1.9822 0.1667 -0.02 0.06 -0.02 -0.1221
C 1.0380 -1.0609 1.1102 -0.03 -0.05 -0.04 -0.4228
O 0.1684 -1.2325 1.8991 -0.09 0.25 -0.14 0.1419
O 1.5200 0.2788 0.9767 -0.29 -1.62 0.07 -0.2493
C 1.4034 -3.3572 3.2819 0.08 -0.15 0.07 -0.1671
C 2.8117 -3.2268 2.7685 -0.05 -0.03 0.02 -0.0145
H 1.8432 -2.3721 6.5252 0.00 0.00 0.01 0.0784
H 2.7758 -1.7934 5.1418 0.01 0.01 -0.01 0.0773
H 2.9832 -3.4425 5.7166 0.02 0.01 0.00 0.0882
H -0.3133 -3.1380 6.2048 0.00 -0.01 0.02 0.1112
H -2.1432 -3.9533 4.7513 -0.01 0.00 0.00 0.1073
H -1.7273 -4.2823 2.3382 -0.02 0.00 -0.01 0.1131
H -0.0272 -4.7697 0.7346 0.11 -0.05 0.01 0.1477
H 1.2376 -5.1067 -1.0875 0.00 -0.02 0.01 0.1212
H 2.6434 -4.1816 -2.8570 0.01 -0.01 0.00 0.1146
H 3.5779 -1.8786 -2.6439 -0.01 0.01 -0.02 0.1072
H 2.8983 -0.4886 -0.7548 -0.07 -0.05 -0.01 0.1041
H 2.9715 -3.8072 1.8619 0.00 0.00 0.00 0.0850
H 3.5180 -3.5851 3.5158 0.01 0.01 0.01 0.0838
H 3.0776 -2.1872 2.5506 0.02 0.00 0.01 0.0711
```
Positions in Å, forces in eV/Å.

## Properties
electronic energy: -6334.08445 Eh
charge: +1
Kohn-Sham gap (spin up / spin down): 0.204 / 0.211 Ha
ΔE to the lowest compared entry with this formula, charge and spin: 38.1 kJ/mol
multiplicity: 2
LUMO level (spin up / spin down): -4.548 / -4.353 eV